[1]
C38H25BBrCaF4N10O2Se | the ωB97M-V functional and the def2-TZVPD basis

Last column: Löwdin charge in e.
Atoms and positions in Å:
Br (9.4536, 2.9251, -1.4827)  0.724
Se (0.0341, 3.8373, 2.7685)  0.480
Ca (1.6863, -0.1061, 0.0436)  1.401
F (3.4346, -1.2676, 1.0113)  -0.062
F (5.2267, -1.5366, -0.3793)  0.134
F (3.9229, -3.4730, 0.2775)  0.073
F (2.9826, -1.7849, -1.0891)  0.018
O (2.8192, 3.7015, -1.4595)  -0.029
O (2.7307, 1.7280, -0.3768)  -0.235
N (-1.5960, -7.4399, -4.8862)  0.043
N (-3.5271, 4.2245, 3.2478)  0.144
N (-0.1132, -1.6546, -0.9418)  0.119
N (-0.0061, 0.8572, -5.0432)  0.073
N (-1.8627, 1.5268, -0.7300)  0.070
N (0.7339, 1.0857, 1.8538)  -0.092
N (0.2815, -4.5071, 2.9430)  0.079
N (-4.6924, 2.2603, 3.3138)  0.175
N (0.2652, -2.0451, 1.8162)  0.119
N (0.6916, 0.6207, -2.4113)  0.096
C (-3.5278, 1.2399, 0.9169)  -0.005
C (-5.6862, 2.5728, 5.5208)  -0.038
C (-0.7019, -3.9604, -2.5607)  -0.100
C (-0.3502, -1.5695, -2.2931)  -0.208
C (5.5571, 3.9388, -0.8390)  -0.053
C (-1.5316, -5.1065, -4.6335)  -0.012
C (7.0401, 1.5088, -1.0271)  -0.117
C (4.8715, 2.7136, -0.9271)  -0.097
C (-5.6894, 3.3734, 6.6621)  -0.109
C (0.6794, 1.8179, -4.4450)  -0.107
C (-2.4629, 3.4079, 0.6158)  -0.084
C (-0.5148, -2.6428, -3.1128)  0.057
C (6.9066, 3.9734, -0.8945)  -0.156
C (-0.7069, -3.9870, -1.1965)  0.034
C (-1.0966, -7.6133, -3.6822)  -0.115
C (-4.2198, 4.2906, 4.4518)  -0.189
C (-0.1459, -0.2889, -2.9205)  -0.206
C (7.6657, 2.7686, -1.0309)  -0.733
C (-0.4740, -0.1248, -4.2949)  -0.080
C (-0.3404, -2.8798, -0.3973)  -0.167
C (-1.7477, 2.8335, -0.4110)  -0.133
C (0.2392, -4.3183, 1.6298)  -0.070
C (-2.5570, 0.7371, 0.0564)  -0.168
C (0.4945, 2.1578, 2.3166)  -0.895
C (3.3497, 2.7217, -0.8881)  -0.597
C (-0.8718, -6.5048, -2.8184)  0.008
C (-4.9648, 4.5765, 6.7104)  -0.104
C (0.2255, -2.1800, 3.1395)  -0.084
C (-0.9447, -5.2175, -3.3467)  -0.133
C (-4.9498, 3.0367, 4.4755)  -0.212
C (0.0736, -3.4483, 3.7254)  -0.099
C (0.9986, 1.7252, -3.0794)  -0.074
C (-1.7460, -6.2388, -5.3809)  -0.165
C (5.6375, 1.5076, -1.0241)  -0.006
C (-3.3237, 2.5686, 1.3467)  -0.134
C (-4.3015, 5.0750, 5.5649)  -0.047
C (-3.9554, 3.0486, 2.6124)  -0.288
C (-0.0004, -3.0743, 1.0009)  -0.194
B (3.9732, -2.0806, -0.1037)  -1.101
H (-1.0087, 3.3900, -0.9819)  0.113
H (-2.4827, -0.3419, -0.0147)  0.090
H (-6.1244, 3.0207, 7.5832)  0.087
H (7.5074, 0.4809, -1.1272)  0.127
H (-3.6262, 5.9553, 5.7124)  0.117
H (-1.0767, -4.8737, -0.7574)  0.103
H (1.6383, 2.5486, -2.6214)  0.107
H (-6.2102, 1.6558, 5.4361)  0.099
H (-1.0892, -0.8481, -4.8040)  0.100
H (1.2777, 2.5785, -5.0476)  0.132
H (-2.6847, 4.8252, 2.9615)  0.131
H (-2.2069, 4.4014, 0.9637)  0.064
H (-0.1996, -3.6466, 4.7865)  0.120
H (-0.5621, -6.7042, -1.8370)  0.089
H (5.1530, 0.5636, -1.1382)  0.084
H (0.3668, -5.2211, 1.0735)  0.104
H (0.2736, -1.3101, 3.7431)  0.098
H (-0.9370, -8.6215, -3.3607)  0.100
H (-0.5818, -2.5679, -4.1826)  0.095
H (-4.4224, 0.6661, 1.2086)  0.115
H (-1.9776, -6.1724, -6.4728)  0.122
H (5.0078, 4.9489, -0.7965)  0.148
H (7.4498, 4.9148, -0.7844)  0.094
H (-1.7687, -4.1360, -5.0866)  0.113
H (-5.0819, 5.1824, 7.6304)  0.101

Total energy ... -8238.9615 Ha
Energy above the lowest of the compared OMol25 structures with the same formula, charge and spin ... 0.457 eV
Lowest unoccupied orbital energy ... 0.0152 Eh
Molecular weight ... 939.43 g mol⁻¹
Total charge ... -1
E_HOMO ... -5.1376 eV

=====

[2]
C4H12O | the ωB97M-V functional and the def2-TZVPD basis

Last column: Löwdin charge in e.
Atoms and positions in Å:
O (-2.2045, -0.5188, -0.6896)  -0.087
C (-2.4863, -0.8951, 0.6559)  -0.319
C (2.0244, 1.0884, -0.0982)  -0.154
C (2.1623, 1.2577, -1.6158)  -0.165
C (-1.2917, -1.5239, 1.3453)  -0.083
H (-0.3741, -1.0325, 1.0374)  0.051
H (1.0941, 0.5953, 0.1474)  0.028
H (2.5186, 2.2505, -1.9063)  0.059
H (2.7817, 0.4061, 0.2687)  0.060
H (-1.3910, -1.4431, 2.4277)  0.073
H (-2.8465, -0.0261, 1.2128)  0.107
H (2.0973, 2.0272, 0.4365)  0.061
H (2.8630, 0.5502, -2.0689)  0.061
H (-1.6738, 0.2846, -0.6678)  0.073
H (1.2294, 1.1504, -2.1649)  0.053
H (-3.3178, -1.5974, 0.5802)  0.110
H (-1.1850, -2.5735, 1.0995)  0.070

Total energy ... -234.8118 Ha
Energy above the lowest of the compared OMol25 structures with the same formula, charge and spin ... 0.566 eV
Lowest unoccupied orbital energy ... 0.0337 Eh
Molecular weight ... 76.14 g mol⁻¹
SMILES ... CCO.CC
Total charge ... 0
E_HOMO ... -10.3794 eV

=====

[3]
H72O40S | the ωB97M-V functional and the def2-TZVPD basis

Last column: Löwdin charge in e.
Atoms and positions in Å:
S (5.5190, 11.3816, 9.8604)  0.381
O (6.7518, 16.0840, 14.2148)  -0.052
O (7.2239, 9.5667, 6.5643)  -0.055
O (2.0906, 13.9649, 5.9415)  -0.056
O (4.8505, 12.3631, 4.4725)  -0.057
O (6.5124, 6.2717, 13.2226)  -0.065
O (10.7687, 11.8012, 12.4696)  -0.079
O (4.9327, 8.6223, 8.0876)  -0.050
O (1.9336, 15.5252, 12.8868)  -0.050
O (6.6377, 8.4179, 11.4890)  -0.058
O (5.9555, 8.8181, 14.1461)  -0.060
O (3.2719, 12.4201, 7.7189)  -0.068
O (5.7098, 10.7958, 11.1822)  -0.306
O (1.5471, 7.2279, 8.5690)  -0.026
O (6.9865, 13.9648, 11.6993)  -0.027
O (6.6842, 11.0819, 9.0281)  -0.324
O (9.4923, 8.6317, 7.0477)  -0.006
O (1.5104, 9.9147, 9.5673)  -0.025
O (9.2566, 14.5093, 5.7641)  -0.046
O (0.4333, 9.4262, 6.7732)  -0.036
O (6.8842, 11.6391, 13.8746)  -0.032
O (2.5699, 7.9995, 12.6422)  -0.043
O (3.3764, 13.5036, 11.3576)  -0.044
O (6.8066, 14.0449, 7.9944)  -0.022
O (3.5862, 10.0821, 6.2612)  -0.016
O (8.9463, 11.0702, 10.4825)  -0.039
O (3.5546, 10.4413, 12.7553)  -0.030
O (0.8559, 12.5096, 9.7306)  -0.045
O (4.7736, 16.1039, 11.4385)  -0.038
O (2.8680, 6.1518, 10.4900)  -0.069
O (5.4249, 12.8188, 9.9428)  -0.324
O (8.5320, 11.9990, 7.4528)  -0.051
O (11.4287, 10.5224, 7.4465)  -0.028
O (3.8116, 14.1250, 15.4655)  -0.056
O (6.2590, 17.7551, 9.9704)  -0.090
O (5.6682, 7.5003, 4.8425)  -0.055
O (4.3541, 10.8303, 9.1873)  -0.304
O (6.2780, 16.8422, 7.4072)  -0.049
O (5.6122, 6.2602, 9.7773)  -0.062
O (9.5417, 14.0712, 10.8851)  -0.055
O (11.4071, 9.7299, 10.7772)  -0.044
H (6.3622, 9.2895, 11.2052)  -0.027
H (0.8427, 11.5733, 9.5323)  -0.022
H (5.8883, 8.6730, 13.2023)  -0.010
H (6.4349, 11.4206, 13.0581)  -0.013
H (1.3840, 13.6004, 5.4084)  0.023
H (2.0092, 7.8549, 13.4044)  0.046
H (11.0102, 10.0392, 9.9629)  0.013
H (7.2182, 15.5868, 13.5429)  0.014
H (0.2196, 12.8919, 9.1262)  0.040
H (1.7701, 8.0999, 8.2431)  0.018
H (4.8535, 7.9662, 5.0306)  0.016
H (2.2932, 13.2762, 6.5747)  -0.037
H (4.9971, 12.0569, 5.3675)  0.004
H (4.8526, 9.4344, 8.5879)  -0.044
H (7.0240, 9.8209, 7.4653)  0.009
H (3.6450, 11.8267, 8.3708)  -0.060
H (5.3052, 15.3290, 11.6208)  0.009
H (5.3787, 8.8804, 7.2809)  -0.008
H (8.1680, 10.9784, 9.9329)  -0.018
H (3.2939, 13.2807, 8.1373)  0.071
H (6.1787, 17.0931, 9.2836)  -0.026
H (6.4683, 7.8548, 10.7337)  0.018
H (4.5780, 13.8441, 14.9654)  0.019
H (11.1150, 11.2535, 11.7650)  -0.034
H (3.8710, 15.7858, 11.4584)  0.018
H (7.4705, 13.4384, 7.6661)  -0.018
H (10.7688, 9.1136, 11.1363)  0.051
H (10.1448, 12.3836, 12.0363)  -0.022
H (8.0486, 9.0850, 6.6282)  -0.028
H (5.7274, 17.4182, 10.6917)  -0.032
H (7.5869, 10.9927, 13.9421)  0.053
H (7.0038, 13.2568, 12.3432)  0.031
H (3.6369, 15.0143, 15.1577)  0.019
H (10.1615, 14.2215, 5.8848)  0.022
H (0.2094, 9.4715, 7.7028)  0.011
H (9.7440, 7.9444, 7.6645)  0.080
H (2.4395, 10.0275, 9.3665)  0.041
H (2.3269, 6.5126, 9.7876)  -0.044
H (2.7345, 9.8775, 5.8753)  0.031
H (6.6481, 7.1064, 13.6711)  -0.019
H (1.3296, 15.9964, 12.3128)  0.035
H (10.5923, 10.9741, 7.5585)  0.014
H (6.6212, 6.4776, 12.2942)  -0.005
H (6.1909, 13.4903, 8.4735)  -0.006
H (3.3706, 11.1537, 13.3676)  0.068
H (9.5997, 13.5257, 10.1007)  0.020
H (4.8488, 13.3178, 4.5428)  0.025
H (12.0559, 11.2213, 7.2609)  0.066
H (8.7321, 13.8476, 6.2150)  -0.012
H (4.8000, 5.8355, 10.0536)  0.007
H (7.7449, 11.8421, 7.9744)  -0.016
H (0.6885, 7.3368, 8.9779)  0.059
H (8.7151, 13.8156, 11.2945)  -0.025
H (2.8347, 8.9169, 12.7096)  -0.027
H (6.3436, 8.0055, 5.2951)  -0.006
H (5.9096, 16.2983, 13.8135)  0.009
H (5.5454, 9.6713, 14.2875)  0.017
H (1.9644, 14.6388, 12.5269)  0.006
H (2.7833, 6.7816, 11.2058)  -0.013
H (8.9604, 10.2738, 11.0135)  0.036
H (10.1230, 9.3351, 7.2017)  -0.001
H (6.7118, 17.2402, 6.6525)  0.041
H (2.7252, 13.0929, 10.7888)  0.011
H (8.5546, 11.2738, 6.8284)  0.039
H (4.3614, 10.7066, 12.3139)  -0.008
H (0.8701, 10.2582, 6.5908)  0.023
H (5.3580, 6.8005, 9.0292)  -0.001
H (6.5972, 15.9398, 7.4191)  -0.003
H (1.4756, 9.8660, 10.5226)  0.070
H (4.2175, 13.2849, 10.9563)  -0.031
H (3.4020, 10.7745, 6.8960)  -0.013
H (6.4514, 13.6241, 10.9824)  -0.006

Total energy ... -3451.2545 Ha
Energy above the lowest of the compared OMol25 structures with the same formula, charge and spin ... 1.137 eV
Lowest unoccupied orbital energy ... 0.1192 Eh
Molecular weight ... 744.60 g mol⁻¹
Total charge ... -2
E_HOMO ... -5.6660 eV

=====

[4]
C21H25NO | the ωB97M-V functional and the def2-TZVPD basis

Last column: Löwdin charge in e.
Atoms and positions in Å:
O (1.5654, 1.0071, 0.7252)  0.047
N (-0.6698, 1.3424, -0.0038)  0.119
C (-3.1418, 2.4676, -2.9392)  -0.099
C (2.3623, -1.9222, -0.4127)  -0.331
C (-3.0767, 2.5147, -0.3690)  -0.194
C (3.3089, -4.5744, 0.5265)  -0.254
C (-2.1396, 3.7147, 3.1687)  0.052
C (-2.5464, 2.5937, -1.8124)  -0.050
C (2.2565, -0.7579, -1.1837)  -0.182
C (-4.4340, 2.1951, -2.6324)  -0.146
C (-0.2115, 2.6209, 2.2890)  0.055
C (-4.2901, 2.0745, -0.3873)  -0.070
C (4.1097, -3.3244, 0.9615)  -0.227
C (-2.7655, 3.5918, 1.7307)  0.083
C (3.9115, -2.3877, -0.1028)  -0.197
C (-1.0517, 2.2121, 1.0619)  -0.112
C (-2.2166, 2.7254, 0.7657)  -0.224
C (1.9516, -4.1351, 0.5417)  -0.285
C (-0.8543, 3.2456, 3.2689)  -0.116
C (-5.1752, 1.7375, -1.5454)  -0.008
C (1.5469, -3.1709, -0.5286)  -0.200
C (0.7740, -0.1048, -1.2863)  -0.034
C (0.6187, 0.8685, -0.0456)  -0.427
H (1.6126, -3.6730, 1.4538)  0.102
H (0.5601, 1.8356, 2.4216)  0.111
H (3.3333, -5.4704, 1.5649)  0.194
H (-4.8275, 1.6790, 0.7266)  0.186
H (4.4383, -1.6568, 0.0726)  0.016
H (1.9095, -3.5837, -1.4162)  0.112
H (2.2312, -1.1594, -2.2814)  0.146
H (4.2860, -2.7481, -1.1076)  0.152
H (-2.8810, 2.7936, -3.8980)  0.112
H (-0.4059, 3.4165, 3.9972)  -0.003
H (-2.6203, 4.2640, 3.7173)  -0.008
H (3.6131, -5.0681, -0.3259)  0.077
H (-3.7312, 4.0007, 1.5988)  0.086
H (2.2078, -1.4650, 0.8438)  0.214
H (-6.1256, 1.4719, -1.2582)  0.070
H (3.7773, -2.9079, 2.0112)  0.159
H (1.1273, -5.1718, 0.2349)  0.193
H (-1.1204, 1.0844, -0.8957)  0.132
H (-1.5723, 3.0121, -1.6962)  0.111
H (5.2108, -3.7681, 0.8557)  0.152
H (0.6019, -2.8721, -0.4319)  0.071
H (-0.0155, -0.8236, -1.1090)  0.111
H (0.6115, 0.5790, -2.0112)  0.069
H (-5.1189, 1.8177, -3.5398)  0.138
H (3.0660, -0.1206, -1.3178)  0.101

Total energy ... -944.7337 Ha
Energy above the lowest of the compared OMol25 structures with the same formula, charge and spin ... 13.606 eV
Lowest unoccupied orbital energy ... 0.0187 Eh
Molecular weight ... 307.44 g mol⁻¹
Total charge ... 0
E_HOMO ... -8.2463 eV

=====

[5]
C5H4N2 | the ωB97M-V functional and the def2-TZVPD basis

Last column: Löwdin charge in e.
Atoms and positions in Å:
N (-0.4283, -0.6493, -0.0344)  0.006
N (-0.8943, 0.9325, -2.9789)  0.135
C (1.5485, 0.7924, 2.4970)  0.117
C (0.5787, 0.1917, 0.1429)  -0.129
C (-1.1899, -0.8262, -1.1330)  -0.143
C (-1.0508, 0.1010, -2.1783)  -0.269
C (1.1012, 0.4608, 1.4248)  -0.136
H (1.9354, 1.1163, 3.4376)  0.028
H (-0.6778, -1.2183, 0.7702)  0.172
H (0.9117, 0.7422, -0.7283)  0.119
H (-1.9037, -1.6330, -1.1478)  0.099

Total energy ... -302.3010 Ha
Energy above the lowest of the compared OMol25 structures with the same formula, charge and spin ... 3.463 eV
Lowest unoccupied orbital energy (alpha / beta) ... -0.0135 / -0.0132 Eh
Molecular weight ... 92.10 g mol⁻¹
Total charge ... 0
E_HOMO (alpha / beta) ... -7.6649 / -7.6825 eV

=====

Which max |F| belongs to each record? In order, 3.8, 0.7, 2.0, 14.2, 1.1 eV/A.